# 1
ORCA calculation (wB97M-V/def2-TZVPD) on a 20-piece molecular cluster, H39O20 overall in a non-equilibrium geometry.

## Properties
Frontier orbital gap ... 0.30625 hartree
Net charge ... -1
HOMO level ... -6.47 eV

Each line ends with the natural charge from an NBO analysis.
Geometry (Å):
O 2.6564 -3.5474 -1.9138  -0.960
H 0.6138 4.5327 2.2711  0.504
O -0.6973 2.9665 -3.7053  -0.948
H -1.2452 2.4708 -4.3267  0.481
H 0.1840 2.6890 -3.9756  0.468
O 1.7314 2.4324 2.6685  -1.009
H -3.2300 3.2015 1.8300  0.471
H 1.2731 1.7588 2.1023  0.520
O 3.1393 1.0277 4.8811  -0.964
H 3.2808 1.0040 3.9313  0.485
H -2.7188 -3.2386 0.5541  0.486
O -3.5846 -3.1506 0.1413  -0.950
H -1.2815 3.8520 -1.2330  0.504
H 2.4414 2.6897 2.0825  0.457
O -0.0468 -4.1723 -1.3415  -0.924
H 2.0196 -3.0185 -2.4068  0.486
H 2.2470 -4.3644 -1.6405  0.463
O -1.6163 -0.1643 -0.5301  -1.054
H 1.3707 -1.4745 -3.2577  0.468
H -2.1090 -0.7496 0.0451  0.473
O 2.4518 -3.4653 3.5111  -0.926
H -0.8751 0.3452 -0.0675  0.525
H -1.5053 2.3601 3.3461  0.462
O 2.8133 -1.3911 1.9583  -0.951
H 2.0709 -1.5558 1.3756  0.469
H 3.5866 -1.2270 1.4148  0.481
O -0.0402 5.1792 1.9994  -0.982
H 0.2390 5.9440 1.5037  0.474
H 1.0579 0.9904 -0.7943  0.512
O -1.3519 3.3692 -0.4183  -1.040
H 2.2711 1.4206 4.9863  0.478
H -0.7222 2.8913 0.1279  0.530
O -0.4581 -3.3944 1.1287  -0.973
H -3.4428 -3.1600 -0.8088  0.464
H 0.0904 -5.1148 -1.1752  0.467
O 0.8505 0.8348 -1.7567  -1.044
H 0.0973 1.4405 -1.8282  0.494
H 3.3971 -3.4245 3.6754  0.470
O -4.0141 2.9940 1.3139  -0.941
H 2.0772 -3.9879 4.2203  0.456
H -3.8568 2.0929 1.0154  0.469
O -3.5105 0.7737 -2.4219  -0.995
H -4.3361 0.9596 -1.9715  0.473
H -2.9329 0.3206 -1.7977  0.510
O 3.5952 0.0033 -0.4532  -0.953
H 4.2653 0.1641 -1.1244  0.461
H -0.6468 -3.9217 0.3363  0.468
O -1.5053 1.4370 3.0656  -0.952
H 2.7858 0.2507 -0.9182  0.490
H -1.4754 1.5466 2.0995  0.483
O 0.2979 1.1152 0.7571  -1.280
H -0.9150 -4.1496 -1.7534  0.481
H 0.4971 -3.3299 1.1284  0.481
O -2.1468 -0.1233 -4.9412  -0.973
H -2.6137 0.1914 -4.1600  0.495
H -1.3155 -0.3749 -4.5603  0.471
O 0.4784 -1.8257 -3.1644  -0.972
H 0.1291 -1.3213 -2.4100  0.513
H 0.1847 0.3979 1.3850  0.448

---

# 2
ORCA calculation (wB97M-V/def2-TZVPD) on a 3-piece molecular cluster, C13H29NO3S2 overall in a non-equilibrium geometry.

## Properties
Frontier orbital gap ... 0.35344 hartree
HOMO level ... -9.02 eV

Each line ends with the natural charge from an NBO analysis.
Geometry (Å):
C -1.1272 -1.1287 0.5718  -0.623
C -0.7793 0.3646 0.5196  -0.404
C -0.4293 0.9453 1.8963  -0.397
C 1.0464 0.8101 2.2735  -0.225
C 1.1913 1.1347 3.7973  -0.597
C 1.9633 1.7637 1.4743  -0.025
C 3.0940 0.9706 0.7248  -0.412
C 3.5157 1.9963 -0.3359  -0.546
C 2.4353 3.0750 -0.3302  0.727
O 2.5024 4.1224 -0.9376  -0.565
N 1.3451 2.6505 0.4921  -0.705
H -2.1645 -1.2748 0.8599  0.218
H -0.4753 -1.6795 1.2500  0.186
H -1.0117 -1.5224 -0.4366  0.208
H -1.6773 0.8730 0.1666  0.203
H -0.0077 0.5178 -0.2313  0.219
H -1.0062 0.3872 2.6376  0.198
H -0.7069 1.9915 2.0001  0.218
H 1.4021 -0.2115 2.1680  0.198
H 1.9308 1.9060 3.9845  0.204
H 1.4128 0.2368 4.3666  0.205
H 0.2473 1.5328 4.1662  0.205
H 2.5621 2.4343 2.0890  0.180
H 2.7489 0.0386 0.2906  0.203
H 3.8336 0.8118 1.5050  0.206
H 4.4920 2.4177 -0.1020  0.231
H 3.6204 1.5193 -1.3061  0.240
H 0.7417 2.2000 -0.1967  0.425
C 1.0638 2.9717 -4.1429  -0.834
S -0.2523 2.1534 -3.2398  1.272
O 0.3859 1.4971 -2.0602  -1.021
C -0.5580 0.8560 -4.4400  -0.828
H 1.4288 3.7920 -3.5270  0.265
H 1.8717 2.2646 -4.3304  0.230
H 0.6685 3.3615 -5.0808  0.229
H 0.3578 0.2894 -4.6079  0.231
H -0.9081 1.3040 -5.3693  0.231
H -1.3281 0.2019 -4.0362  0.245
C -2.6140 -4.3439 1.8084  -0.834
S -3.0553 -3.9863 0.1031  1.259
O -4.0999 -2.9311 0.1325  -0.985
C -3.8981 -5.5461 -0.1977  -0.831
H -2.1083 -3.4690 2.2103  0.244
H -3.5171 -4.5462 2.3843  0.230
H -1.9413 -5.2013 1.8363  0.226
H -4.7133 -5.6653 0.5158  0.230
H -3.1858 -6.3661 -0.1063  0.225
H -4.2964 -5.5195 -1.2096  0.239

---

# 3
ORCA calculation (wB97M-V/def2-TZVPD) on a 17-piece molecular cluster, C22H23Cl48IN2OPS overall in a non-equilibrium geometry.

## Properties
Frontier orbital gap ... 0.25417 hartree
Net charge ... +1
HOMO level ... -11.88 eV

Each line ends with the Mulliken charge.
Geometry (Å):
O -9.8293 -0.0258 -0.8823  -0.405
C -8.8714 -0.5220 -1.3785  0.028
I -7.6956 0.4806 -2.9074  0.049
C -8.3188 -1.9106 -0.9827  0.029
C -6.9382 -1.7096 -0.4162  -0.193
C -5.8056 -2.3703 -0.9109  -0.834
C -4.6227 -1.9804 -0.2666  -0.573
N -4.6099 -1.1044 0.7116  0.820
P -3.0119 -0.6471 1.4185  0.149
S -1.6390 -0.4898 0.0843  -0.195
N -5.6471 -0.4891 1.2643  -0.699
C -6.7575 -0.8268 0.6649  0.446
H -9.0011 -2.3875 -0.2711  -0.252
H -8.2701 -2.5671 -1.8560  0.433
H -5.8439 -3.0736 -1.7294  0.506
H -3.6840 -2.4102 -0.5968  0.870
H -3.2194 0.5841 2.0735  0.140
H -2.7557 -1.5861 2.4376  0.032
H -7.6552 -0.3512 1.0629  0.373
C -2.1253 -4.9289 2.1043  -0.067
Cl -1.0955 -3.7126 2.8589  -0.060
Cl -2.7385 -6.0588 3.3014  -0.097
Cl -3.4739 -4.1617 1.2274  0.010
H -1.5301 -5.4785 1.3857  0.315
C 1.3744 1.9160 -1.2828  -0.254
Cl 2.5027 1.0760 -0.2221  0.061
Cl 2.2247 3.0351 -2.3479  -0.002
Cl 0.4394 0.7433 -2.2195  -0.164
H 0.6875 2.4841 -0.6681  0.350
C 3.7615 -0.2630 3.5380  -0.148
Cl 4.6422 -1.0132 4.8645  -0.079
Cl 4.7440 -0.2478 2.0733  -0.068
Cl 2.2284 -1.1054 3.2393  -0.103
H 3.5385 0.7609 3.8104  0.400
C 8.6075 -1.6682 1.2979  0.198
Cl 9.5856 -0.1992 1.2967  -0.116
Cl 9.6358 -3.1009 1.3224  -0.116
Cl 7.4907 -1.6732 2.6677  -0.071
H 8.0231 -1.6875 0.3855  0.085
C 2.2278 6.6038 -4.1925  -0.034
Cl 0.5482 6.0625 -4.1883  -0.124
Cl 2.5369 7.6753 -2.8239  -0.109
Cl 3.3254 5.2230 -4.1586  -0.092
H 2.4044 7.1580 -5.1052  0.362
C 1.9708 -2.0220 8.0167  -0.022
Cl 2.0381 -1.5741 6.3093  -0.027
Cl 3.5934 -2.0709 8.7081  -0.122
Cl 0.9421 -0.9049 8.9175  -0.126
H 1.5408 -3.0125 8.0907  0.298
C 5.0591 0.0048 -3.4924  -0.061
Cl 5.7610 -1.3832 -4.3232  -0.088
Cl 5.1110 -0.2324 -1.7468  0.024
Cl 5.8951 1.4948 -3.9400  -0.096
H 4.0228 0.0931 -3.7946  0.233
C -7.2783 -5.7418 1.2272  0.009
Cl -5.8900 -6.8195 1.2503  -0.096
Cl -8.0675 -5.6919 2.7982  -0.099
Cl -6.7973 -4.0907 0.7237  0.011
H -7.9872 -6.1168 0.4992  0.300
C 4.5063 -4.9368 -6.0738  0.176
Cl 4.1921 -6.5891 -5.5415  -0.123
Cl 4.9626 -4.9053 -7.7765  -0.117
Cl 3.0978 -3.9103 -5.7861  -0.122
H 5.3328 -4.5458 -5.4939  0.179
C -11.6987 -1.7623 1.6394  0.309
Cl -13.3352 -2.4041 1.5976  -0.110
Cl -11.4693 -0.7071 3.0330  -0.121
Cl -10.5101 -3.0813 1.6652  -0.100
H -11.5373 -1.1781 0.7414  0.063
C 9.2384 1.7508 -5.8708  0.203
Cl 8.4678 0.2130 -6.2564  -0.093
Cl 10.7559 1.4824 -5.0101  -0.103
Cl 9.5100 2.6979 -7.3340  -0.129
H 8.5761 2.3101 -5.2224  0.117
C 0.8533 8.5159 0.3307  0.350
Cl 1.7950 9.7380 1.1815  -0.109
Cl 0.1450 7.3687 1.4720  -0.127
Cl -0.4075 9.2723 -0.6503  -0.124
H 1.5182 7.9723 -0.3290  0.004
C 4.7438 -3.7728 0.7860  0.636
Cl 5.6248 -4.5472 2.0988  -0.093
Cl 5.7188 -3.7449 -0.6865  -0.098
Cl 3.1995 -4.5843 0.4965  -0.147
H 4.5380 -2.7497 1.0741  -0.295
C -3.1835 10.6268 1.5242  0.515
Cl -2.2350 11.8467 2.3728  -0.113
Cl -3.8814 9.4725 2.6655  -0.132
Cl -4.4468 11.3824 0.5499  -0.127
H -2.5215 10.0863 0.8598  -0.132
C 12.3492 -1.4145 -3.0241  0.079
Cl 11.9259 -1.9967 -4.6344  -0.107
Cl 11.0687 -1.7878 -1.8658  -0.024
Cl 13.8848 -2.1018 -2.4940  -0.130
H 12.4586 -0.3386 -3.0711  0.196
C -7.7387 2.1806 3.6523  -0.099
Cl -6.8431 1.5214 5.0202  -0.120
Cl -6.7358 2.1984 2.1979  -0.111
Cl -9.2001 1.2398 3.3453  -0.047
H -8.0222 3.1984 3.8887  0.388

---

What is the frontier orbital gap in the third record? 0.25417 hartree

---

Among the records above, which one has the highest frontier orbital gap? C13H29NO3S2